Record 1
Entry from the Open Molecules 2025 dataset: a molecular structure, C4H8O (wB97M-V/def2-TZVPD).

Structure (XYZ):
```
13
Properties=species:S:1:pos:R:3:forces:R:3
C 1.728512 -0.257422 -0.044384 0.031 0.008 0.011
C 0.354364 0.284329 -0.318208 0.284 -0.183 -0.292
C -0.868008 -0.623350 -0.190471 -0.034 -0.169 -0.079
C -1.468510 0.610397 0.467973 -0.470 -0.160 0.047
O -0.159029 1.148174 0.718591 -0.022 0.047 0.043
H 2.471143 0.545436 -0.064398 -0.038 -0.128 0.006
H 1.759448 -0.745951 0.934790 -0.008 0.059 -0.138
H 1.974310 -0.991910 -0.818669 0.082 0.085 0.106
H 0.319315 0.816382 -1.282232 0.127 -0.001 0.102
H -1.344720 -1.029349 -1.082957 0.133 0.072 0.007
H -0.702424 -1.415434 0.549546 -0.007 0.124 -0.186
H -2.053370 0.389969 1.357778 -0.019 0.451 0.188
H -2.011034 1.268735 -0.227357 -0.059 -0.205 0.186
```
Positions in Å, forces in eV/Å.

Results
* E_LUMO: 1.224 eV
* charge: 0



Record 2
Entry from the Open Molecules 2025 dataset: a single C4H8O molecule (wB97M-V/def2-TZVPD).

Structure (XYZ):
```
13
Properties=species:S:1:pos:R:3:forces:R:3
C -0.021866 -0.683448 0.533209 1.158 -1.539 0.080
C -0.826499 0.524582 0.210639 -2.341 0.967 0.626
C 0.364391 1.147790 -0.480184 0.505 -0.277 0.071
C 1.028256 -0.286501 -0.498686 -0.428 0.910 -1.800
H -1.457578 -1.955096 0.860484 1.375 -0.255 -1.054
H 0.530651 -0.609441 1.507824 -0.986 -0.355 -0.306
H -1.283905 1.066658 1.067272 0.287 -0.224 -0.476
H -1.663787 0.278781 -0.487109 0.732 0.084 0.361
H 0.143281 1.637190 -1.406341 0.072 0.080 -0.692
H 0.882518 1.865758 0.133963 0.292 0.132 0.348
H 2.062720 -0.316385 -0.186926 0.215 -0.253 -0.091
H 0.883861 -0.716946 -1.531221 0.169 0.058 1.252
O -0.642043 -1.952941 0.277077 -1.049 0.671 1.681
```
Positions in Å, forces in eV/Å.

Results
* E_LUMO: 1.047 eV
* charge: 0
* structure (SMILES): OC1CCC1



Record 3
Entry from the Open Molecules 2025 dataset: a single C4H8O molecule (wB97M-V/def2-TZVPD).

Structure (XYZ):
```
13
Properties=species:S:1:pos:R:3:forces:R:3
C -1.281895 0.276311 0.440129 -0.111 -0.007 0.056
C -0.017351 0.149144 -0.416599 0.004 -0.037 0.011
C 0.595666 -1.254178 -0.346523 0.059 -0.127 0.011
C 0.989098 1.158936 0.102141 0.168 -0.030 0.315
O 1.481217 1.091395 1.203594 -0.169 0.015 -0.432
H -2.055174 -0.403593 0.070763 0.079 0.074 0.061
H -1.067176 0.033303 1.486715 0.006 0.024 -0.198
H -1.678463 1.297077 0.403440 0.012 -0.146 0.025
H -0.267363 0.402981 -1.457070 0.092 -0.045 0.224
H 1.296457 -1.421217 -1.170456 -0.053 0.024 0.115
H -0.173511 -2.030982 -0.397592 0.042 0.144 -0.046
H 1.142656 -1.378561 0.593562 -0.145 0.017 -0.106
H 1.256013 1.994376 -0.569829 0.016 0.094 -0.038
```
Positions in Å, forces in eV/Å.

Results
* E_LUMO: 1.062 eV
* charge: 0
* structure (SMILES): CC(C)C=O



ΔE to the lowest compared entry with this formula, charge and spin, respectively: 107.79 113.58 30.79 kJ/mol.
E_HOMO, respectively: -9.655 -10.074 -9.792 eV.
Maximum force, respectively: 0.0097 0.0507 0.0090 Eh/bohr.